Record 1
# C7H12N3O2

An isolated ion of composition C7H12N3O2 and charge +1 at a distorted geometry (wB97M-V/def2-TZVPD, the Open Molecules 2025 dataset).

Summary:
ΔE to the lowest compared entry with this formula, charge and spin = 781.9 kJ/mol
total charge = +1
HOMO energy (alpha / beta) = -11.68 / -11.68 eV

Atoms and positions in Å:
C -1.621 -0.269 1.197
C -0.013 1.414 -0.469
C -0.586 -0.295 2.016
C 0.972 0.617 -0.043
C -2.207 0.926 0.726
C -1.044 1.986 0.518
C 1.432 -1.034 -1.875
N 0.051 -1.343 2.571
N -0.267 2.119 1.725
N 1.908 0.175 -1.178
O 0.014 0.955 2.325
O 0.239 3.113 2.132
H -2.005 -1.131 0.735
H -0.250 1.736 -1.469
H -2.889 0.879 -0.284
H -2.899 1.371 1.515
H -1.288 2.985 0.400
H 1.679 -1.946 -1.402
H 0.335 -0.838 -2.050
H 2.004 -1.202 -2.784
H -0.152 -2.229 2.237
H 0.735 -1.285 3.308
H 1.959 0.888 -1.948
H 2.829 -0.159 -0.793

Forces on the atoms, in the same order (eV/Å):
0.2663 -1.8685 0.3679
0.6295 0.1123 0.0131
-0.7388 0.4315 -1.1708
0.6968 0.2158 -0.5806
-2.3077 4.5475 -1.4107
-0.0550 -2.4689 -0.4417
-1.6680 0.2955 -1.3941
1.0533 1.5865 0.9643
0.4728 -1.1787 1.5316
0.3334 -0.2501 -0.2661
0.9955 1.3957 2.0639
-0.6815 -1.9108 -0.4425
-0.3431 -1.4807 0.2443
0.0895 0.2031 -0.5555
2.0479 -0.0365 2.4417
0.4680 -0.4460 -0.9983
-1.0042 1.8236 -1.2016
-0.4276 -0.6960 1.5095
1.2549 -0.8747 -0.0525
-0.2253 0.7094 -0.5614
-0.5162 -1.6382 -0.6401
-0.1251 0.3658 -0.1865
0.6915 -0.4217 1.1450
-0.9070 1.5839 -0.3790



Record 2
# C3H4InO3

C3H4InO3 as an isolated structure at a distorted geometry (wB97M-V/def2-TZVPD, the Open Molecules 2025 dataset).

Summary:
ΔE to the lowest compared entry with this formula, charge and spin = 268.7 kJ/mol
total charge = +1
HOMO energy = -14.64 eV

Atoms and positions in Å:
O -0.356 -0.668 -1.917
C 0.759 -0.749 -1.094
C 0.613 0.102 0.166
O 0.053 1.360 -0.076
In -1.571 0.438 -1.014
H 1.680 -0.404 -1.609
H 0.966 -1.784 -0.750
H 1.493 0.121 0.829
C -0.837 0.185 0.883
O -0.944 0.606 2.158
H -1.856 0.792 2.424

Forces on the atoms, in the same order (eV/Å):
0.8911 -1.8283 -2.1669
1.5827 -0.3196 0.7153
-1.3799 0.0754 1.4818
0.6908 0.9960 0.3511
-3.0510 0.9860 -0.5493
-0.4849 -0.0395 0.1275
-0.3899 0.2990 -0.3396
-0.6106 -0.0812 -0.0562
2.3459 1.0444 2.4328
0.3834 -1.2049 -1.8449
0.0224 0.0726 -0.1518



Record 3
# C54H99ClI2N6O5S3

A 5-piece molecular cluster, C54H99ClI2N6O5S3 overall at a distorted geometry (wB97M-V/def2-TZVPD, the Open Molecules 2025 dataset).

Summary:
HOMO energy = -7.96 eV

Atoms and positions in Å:
C 5.217 -1.390 1.570
O 4.275 -0.629 0.782
C 4.469 -0.828 -0.639
C 3.088 -1.186 -1.425
C 2.043 0.011 -1.222
C 0.519 -0.298 -1.620
C -0.495 0.039 -0.387
C -1.755 0.791 -1.033
C -2.704 1.539 0.057
C -3.862 2.269 -0.831
S -5.389 2.679 0.136
C -6.286 1.088 0.586
S -5.669 0.297 1.949
N -7.456 0.595 -0.194
C -8.555 0.461 0.786
C -9.442 1.733 1.018
C -10.585 1.668 2.075
C -10.906 0.379 2.917
C -10.033 -0.885 2.685
C -8.893 -0.785 1.633
C -7.163 -0.653 -0.916
C -8.259 -1.649 -1.450
C -7.931 -2.961 -2.208
C -6.456 -3.399 -2.509
C -5.352 -2.399 -2.028
C -5.683 -1.069 -1.258
C -0.885 -1.279 0.493
Cl -2.631 -1.841 0.154
C -0.936 -0.746 2.034
C 0.517 -0.411 2.645
C 0.442 1.129 3.159
N -0.601 1.569 4.112
O 1.264 1.964 2.698
C 0.171 -2.478 0.318
C 0.076 -3.639 1.420
I -1.418 -5.193 0.901
C 1.523 -4.424 1.358
C 2.712 -3.614 2.065
I 1.206 -6.364 2.387
O 0.181 -3.108 -0.992
S 0.165 -1.996 -2.244
O 0.998 -2.410 -3.443
O -1.273 -1.964 -2.753
H 5.382 -2.461 1.196
H 6.262 -0.898 1.598
H 4.868 -1.472 2.670
H 5.301 -1.589 -0.868
H 4.848 0.182 -1.063
H 2.746 -2.210 -1.056
H 3.367 -1.249 -2.534
H 2.406 0.896 -1.875
H 2.132 0.394 -0.136
H 0.248 0.428 -2.478
H 0.059 0.829 0.254
H -1.318 1.654 -1.675
H -2.358 0.150 -1.775
H -3.146 0.820 0.824
H -2.077 2.322 0.635
H -4.059 1.715 -1.822
H -3.397 3.282 -1.145
H -9.262 2.727 0.469
H -11.245 2.579 2.311
H -11.725 0.337 3.706
H -10.176 -1.872 3.245
H -8.244 -1.725 1.499
H -9.361 -1.419 -1.267
H -8.773 -3.651 -2.536
H -6.187 -4.383 -3.041
H -4.271 -2.709 -2.272
H -4.771 -0.439 -0.974
H -1.602 0.173 2.154
H -1.423 -1.584 2.660
H 0.657 -1.074 3.569
H 1.380 -0.445 1.903
H -0.561 1.032 4.989
H -0.450 2.569 4.300
H 1.220 -1.998 0.451
H -0.022 -3.277 2.496
H 1.739 -4.716 0.261
H 3.605 -3.643 1.328
H 2.488 -2.492 2.209
H 3.065 -4.131 3.017
C -0.483 5.218 2.016
C -1.316 6.490 2.133
N -2.401 6.393 3.104
C -3.366 7.486 3.004
C -2.873 8.898 3.315
C -2.019 6.020 4.462
C -1.003 6.900 5.183
H -1.114 4.351 1.800
H 0.236 5.320 1.199
H 0.086 5.017 2.927
H -1.746 6.681 1.143
H -0.647 7.333 2.351
H -4.229 7.265 3.643
H -3.770 7.487 1.985
H -2.727 9.050 4.386
H -3.623 9.627 2.992
H -1.942 9.138 2.797
H -1.624 4.998 4.435
H -2.920 5.940 5.082
H -0.149 7.163 4.552
H -0.608 6.369 6.054
H -1.455 7.822 5.554
C 6.255 -2.458 -7.139
C 6.625 -3.725 -6.376
N 6.549 -3.583 -4.926
C 7.180 -4.685 -4.203
C 6.566 -6.076 -4.354
C 5.268 -3.136 -4.389
C 4.031 -3.970 -4.707
H 6.856 -1.607 -6.808
H 6.439 -2.602 -8.207
H 5.198 -2.205 -7.022
H 7.657 -3.971 -6.652
H 5.999 -4.552 -6.737
H 7.229 -4.436 -3.137
H 8.227 -4.742 -4.523
H 5.633 -6.170 -3.796
H 7.253 -6.826 -3.950
H 6.378 -6.337 -5.398
H 5.088 -2.114 -4.744
H 5.349 -3.028 -3.300
H 3.977 -4.261 -5.760
H 3.129 -3.391 -4.488
H 3.981 -4.873 -4.096
C -2.751 9.794 8.098
C -2.965 8.351 8.542
N -1.933 7.853 9.446
C -1.976 6.405 9.631
C -3.212 5.812 10.306
C -1.710 8.632 10.660
C -2.897 8.849 11.595
H -1.760 9.927 7.656
H -3.494 10.062 7.341
H -2.861 10.497 8.927
H -2.964 7.736 7.634
H -3.968 8.260 8.980
H -1.085 6.085 10.183
H -1.874 5.936 8.644
H -3.219 6.005 11.379
H -3.212 4.725 10.180
H -4.142 6.188 9.876
H -1.325 9.615 10.368
H -0.889 8.184 11.231
H -3.807 9.134 11.062
H -2.669 9.656 12.298
H -3.111 7.962 12.193
C 7.139 -9.986 -9.402
C 7.127 -8.491 -9.705
N 5.876 -8.022 -10.293
C 5.968 -6.674 -10.849
C 6.240 -5.526 -9.879
C 4.661 -8.302 -9.532
C 4.579 -7.773 -8.103
H 6.891 -10.571 -10.291
H 8.136 -10.288 -9.070
H 6.437 -10.247 -8.605
H 7.940 -8.304 -10.414
H 7.378 -7.942 -8.788
H 5.054 -6.452 -11.411
H 6.764 -6.674 -11.603
H 5.359 -5.281 -9.284
H 6.501 -4.624 -10.442
H 7.072 -5.738 -9.204
H 4.523 -9.388 -9.500
H 3.792 -7.940 -10.093
H 5.494 -7.952 -7.533
H 3.765 -8.276 -7.571
H 4.359 -6.705 -8.077

Forces on the atoms, in the same order (eV/Å):
0.9797 -0.2977 0.9827
0.7020 -1.5581 -0.2614
-0.0104 0.9671 -1.3225
1.3646 0.5656 0.3961
0.8078 0.0451 0.0402
0.5624 1.2329 1.3153
-0.4347 -0.0561 -1.3783
-0.0341 1.0822 0.3718
0.0616 -0.1962 -1.1077
1.6979 -0.2440 -0.0125
-0.7021 -0.6541 -0.6333
2.0129 -0.9033 1.3666
-1.3130 1.2259 -2.3627
0.3450 -1.6077 1.5607
-4.2731 0.8948 2.8130
-0.8900 -2.9550 2.2406
1.4427 -2.7292 0.0736
3.3096 -0.3631 -2.6569
0.7422 3.8009 -2.3417
-1.0444 1.3932 0.3905
1.8670 -4.0016 -2.7456
2.4986 -0.5920 -0.4758
3.1255 1.8151 1.0562
-0.9466 4.1369 2.2801
-3.3593 0.0579 0.2310
-2.1545 -2.2722 -1.1866
-0.0370 1.4188 1.0491
1.5022 0.2415 0.2275
0.0640 -1.2758 0.0542
-1.3108 1.4004 1.0261
1.9083 1.6212 -0.4023
2.0864 -0.9055 -1.1337
-2.8283 -2.4522 1.1529
0.3017 0.6961 1.5649
1.9111 -0.7395 -0.7140
-0.4761 1.6586 -0.2396
-0.8120 0.3830 -0.1615
0.6926 -0.2102 -1.1896
1.5170 0.4730 0.1768
0.4000 2.0691 -0.4776
-3.8053 -1.3182 -6.5407
-0.6786 0.9716 4.5409
3.6022 0.3460 2.5992
-0.4236 1.4917 0.2984
-1.5759 -0.5317 -0.1776
0.2778 0.3441 -1.9094
-1.3950 0.8719 0.4457
-0.5592 -1.5215 0.5591
0.1872 1.3654 -0.5537
-0.5052 -0.1953 1.5699
-0.5911 -1.4835 1.0077
-0.3901 -0.7518 -1.6291
0.2278 -1.8459 1.0486
-0.8593 -1.5251 -0.7794
-0.5472 -1.3237 0.9816
1.0211 0.6710 1.4320
0.4552 0.9381 -1.2330
-1.0875 -1.1580 -0.9467
0.0619 0.6480 1.7176
-1.1911 -1.3877 0.5916
-0.2045 -1.8948 0.8510
1.3011 -1.4817 -0.6539
1.2025 0.3112 -1.3376
0.1869 1.7660 -0.9205
-1.0884 1.7044 0.1036
1.8018 -0.2903 -0.2174
1.1430 1.2184 0.5685
-0.5491 1.8632 0.9724
-1.7526 0.9188 0.6276
-1.6849 -0.9266 -0.3338
0.8525 -1.3850 -0.5778
0.6886 1.3647 -0.9740
0.2078 0.8493 -1.4278
-1.1091 -0.0045 1.1940
-0.2600 0.2007 -0.6569
-0.0086 -0.6539 -0.1363
-1.6522 -0.6360 -0.0384
-0.3036 -0.3513 -1.6649
-0.3153 0.5548 1.9105
-1.4032 0.0238 1.2831
0.1499 -1.8368 -0.0224
-0.6803 0.9569 -1.1800
0.0314 0.0158 0.1026
-0.0009 -0.1668 0.0909
-0.3290 0.0451 -0.0099
-0.0796 -0.0888 -0.1912
-0.0950 0.2498 0.0941
0.0999 -0.2800 -0.0915
0.1339 0.1246 0.2844
-0.0202 0.0568 0.0812
-0.0367 0.0104 0.0972
-0.0073 -0.0471 -0.0836
-0.1813 0.1263 0.1932
0.1123 0.0539 -0.0660
0.1680 -0.1255 0.0533
0.1523 -0.1092 0.0000
0.0835 0.0100 -0.0560
0.0516 -0.0625 0.0074
-0.0342 -0.0419 0.0425
0.0073 0.0526 -0.1357
-0.0523 0.1203 -0.2425
-0.0854 -0.0250 0.0004
-0.0284 0.0370 -0.0400
0.1080 0.0066 -0.0746
-0.1122 0.0181 0.0272
-0.0841 0.1500 0.0183
0.2879 -0.0076 0.3109
0.1781 0.0761 -0.1091
-0.0169 -0.2595 0.1549
-0.0453 0.2679 -0.2099
-0.3455 -0.0567 0.1084
-0.0549 -0.0741 0.0526
-0.0267 -0.0385 0.0917
0.0685 0.0185 -0.0042
-0.0403 -0.1219 0.2595
-0.0205 -0.0629 -0.1281
-0.1461 0.1246 -0.0880
-0.0859 0.1032 -0.1251
-0.0044 -0.0089 -0.1146
-0.0297 0.0587 -0.0383
-0.0161 0.0512 0.0439
0.0924 -0.0699 -0.0984
0.2213 -0.1527 -0.0770
0.0758 0.0192 0.0596
0.0606 -0.0517 -0.0017
0.0074 -0.0133 -0.1340
0.0045 0.0483 0.0801
0.0972 0.1364 0.0515
0.2197 -0.2866 -0.0231
0.0668 -0.0048 -0.2062
-0.0827 -0.2298 0.1508
0.1344 0.3091 -0.1601
-0.1402 0.0353 0.3119
-0.0276 -0.0404 0.0913
0.0293 -0.0459 0.0806
0.0394 -0.0200 -0.0676
0.0811 -0.1873 0.2070
-0.1297 0.0218 -0.0531
-0.0303 0.2133 0.0261
-0.0476 0.1769 -0.0452
-0.0726 0.0382 -0.0633
0.0015 0.0785 -0.0079
0.0642 0.0124 0.0258
-0.0856 -0.0762 -0.1066
-0.1007 -0.1688 -0.2024
0.0783 -0.0397 -0.0055
-0.0004 -0.0467 -0.0615
-0.0918 0.0545 -0.0849
-0.0751 -0.0184 0.0718
-0.1294 -0.1280 -0.0067
-0.0750 0.1726 -0.2871
0.1354 -0.0970 -0.1688
-0.0440 0.2998 0.0370
0.0089 -0.3605 -0.0280
-0.1736 0.1294 0.2688
-0.0469 0.0849 0.0521
-0.0795 0.0627 -0.0095
0.0321 -0.0150 -0.0680
-0.1944 0.2060 -0.0386
0.1105 0.0027 0.0940
-0.0330 -0.1660 0.1386
0.0248 -0.1538 0.1029
0.0833 -0.0262 0.0529
-0.0072 -0.0678 0.0261
-0.0560 -0.0207 -0.0161
0.1451 0.0523 -0.0170
0.2454 0.1019 -0.0934
-0.0265 0.0050 -0.0758
0.0566 0.0238 -0.0441
0.1070 -0.0413 0.0584



Record 4
# C5H8OS

A 2-piece molecular cluster, C5H8OS overall at a distorted geometry (wB97M-V/def2-TZVPD, the Open Molecules 2025 dataset).

Summary:
ΔE to the lowest compared entry with this formula, charge and spin = 282.1 kJ/mol
structure (SMILES) = CSC=C=O.C=C
HOMO energy = -7.96 eV

Atoms and positions in Å:
C -0.228 1.545 0.372
C 2.882 -0.562 -0.581
C 3.747 0.107 0.199
C -1.131 0.629 0.528
C -3.678 -0.665 -0.082
O 0.541 2.412 0.325
S -2.732 0.837 -0.292
H -0.853 -0.460 0.741
H 3.262 -1.197 -1.408
H 1.788 -0.619 -0.351
H 3.337 0.668 1.009
H 4.743 0.151 -0.053
H -4.233 -0.731 -1.120
H -4.461 -0.518 0.661
H -2.984 -1.596 0.053

Forces on the atoms, in the same order (eV/Å):
0.6743 0.6454 0.4107
0.2158 -0.5097 0.4222
-3.2709 -0.7313 -0.9189
-1.1097 -3.0545 -0.2505
0.1239 -1.4545 -1.8421
0.0176 -0.0542 -0.1154
0.5018 1.0242 -0.2293
-0.1260 1.9182 -0.1109
-0.4627 0.6092 0.4621
1.1509 0.1338 -0.3100
0.1798 0.4095 0.5615
2.1720 0.0934 -0.2253
1.1404 -0.2202 2.0073
0.3689 -0.4670 0.2731
-1.5761 1.6576 -0.1345



Record 5
# C23H30N2O2S2

C23H30N2O2S2 as an isolated structure at a distorted geometry (wB97M-V/def2-TZVPD, the Open Molecules 2025 dataset).

Summary:
HOMO energy = -8.66 eV

Atoms and positions in Å:
O -1.057 -1.497 1.361
C -0.246 -0.565 1.369
N -0.097 0.485 0.514
C 0.628 1.725 0.850
C 1.737 1.932 -0.059
C 2.339 2.835 -0.517
C 3.432 2.431 -1.177
C 3.946 1.289 -1.296
S 2.830 0.412 -0.276
H 4.654 0.655 -1.763
H 4.356 3.167 -1.821
H 2.164 3.932 -0.472
H -0.076 2.768 0.688
H 1.038 1.654 1.961
C -1.186 0.736 -0.441
C -0.831 1.448 -1.444
H -0.059 1.087 -2.055
C -1.972 1.619 -2.513
C -3.009 2.277 -2.039
C -3.592 1.307 -0.705
C -2.479 1.245 0.238
H -2.791 0.299 1.139
H -2.174 1.994 0.804
H -3.930 0.317 -1.058
H -4.226 2.035 -0.377
H -3.899 2.399 -2.732
H -3.024 3.335 -1.548
H -1.396 2.235 -3.459
H -2.235 0.625 -2.850
H -0.589 2.453 -1.205
C -1.280 -0.797 -1.016
O -2.467 -1.143 -1.281
N -0.202 -1.421 -1.374
H 0.516 -0.959 -0.962
C -0.239 -2.705 -1.834
H -0.933 -2.994 -2.424
C 0.044 -3.636 -0.832
C 1.397 -4.491 -0.684
H 1.526 -5.287 -1.189
C 2.267 -3.363 -1.606
H 2.381 -2.562 -1.216
H 3.038 -3.917 -2.012
C 1.024 -2.877 -2.644
H 0.760 -3.679 -3.400
H 1.380 -1.910 -3.238
H 1.848 -4.317 0.031
H -0.363 -3.338 0.163
H -0.867 -4.643 -0.969
C 0.923 -0.519 2.567
C 0.500 0.343 3.891
C -0.749 0.615 4.203
C -0.746 1.539 5.278
C 0.512 1.943 5.417
S 1.533 1.166 4.594
H 0.639 2.517 6.334
H -1.654 1.608 5.896
H -1.732 0.224 3.845
H 0.793 -1.618 3.091
H 1.897 -0.413 2.254

Forces on the atoms, in the same order (eV/Å):
1.4670 2.2150 -0.4028
1.6891 -0.5880 3.6129
-0.7890 1.7861 0.8401
-1.3418 1.7527 2.3617
-4.4334 -13.0426 5.8445
4.1766 12.9792 -4.0795
8.5374 8.1068 -6.6587
-1.6465 -5.8010 2.3610
-2.0081 -1.1186 0.4951
0.9490 0.5457 -0.5772
-3.4283 -0.8764 1.8461
-0.4345 -0.9140 0.0455
1.5697 -3.0719 1.0147
-1.1260 0.5111 -2.3832
-2.3120 -9.7787 7.7212
1.2772 6.7051 -9.8529
1.6622 -0.6783 -0.3584
8.6862 -1.1362 -4.8451
-9.8008 3.4885 4.9006
1.5769 1.6494 -3.5573
-0.1902 -8.5710 1.0502
0.9969 2.7941 -2.5799
0.6325 4.1699 2.3298
-0.0806 0.9529 0.3941
-2.7889 0.9902 1.2211
0.9519 -0.4889 0.5231
1.1696 -1.6167 -0.9005
-1.4686 -1.7441 2.1769
-0.0971 -0.1136 -0.4697
0.3981 1.2478 0.2959
-7.4706 2.0796 -0.4955
2.8072 -0.5717 0.2533
-2.8896 2.2992 -0.1193
3.7859 0.6309 0.8693
7.6518 1.0782 -0.0705
-5.4666 -0.7147 -3.4323
-4.0733 -9.5194 6.0472
-7.2374 8.7527 -11.5091
0.2257 -5.9753 -3.0237
-7.2031 -9.7174 -5.6612
2.5858 9.5244 5.7717
1.8935 -0.2378 -1.2266
3.5862 -0.3646 -2.9639
0.8746 0.7501 0.6182
-0.9504 -1.9558 1.1089
6.9358 1.6509 13.4458
0.7061 0.0400 -0.5718
2.3749 2.7710 0.2689
-5.2054 -3.4934 3.3473
-3.0688 -6.9122 -9.7626
-4.7394 0.0357 1.3613
-2.9294 -1.7947 -1.4188
-3.5168 5.4929 7.5989
11.4904 1.9376 0.5896
1.1348 0.1911 -0.4386
0.8284 0.8954 -0.2393
1.3796 -0.0645 -0.1128
0.6136 2.3108 -1.8823
2.0818 0.5267 -0.7212



Record 6
# CH2O4S

A 2-piece molecular cluster, CH2O4S overall at a distorted geometry (wB97M-V/def2-TZVPD, the Open Molecules 2025 dataset).

Summary:
ΔE to the lowest compared entry with this formula, charge and spin = 81.4 kJ/mol
HOMO energy = -12.14 eV

Atoms and positions in Å:
C 2.069 1.310 0.217
O 2.829 0.621 -0.249
O -0.899 0.604 -0.779
O -0.301 -1.795 -0.736
O -0.115 -0.395 1.304
S -0.755 -0.730 0.079
H -0.737 1.350 -0.198
H -2.091 -0.965 0.362

Forces on the atoms, in the same order (eV/Å):
0.3434 -0.1606 -0.2464
-0.2606 0.2380 0.2201
-0.0297 -0.8618 -0.4154
0.0646 0.2130 -0.4056
0.1599 0.1156 0.2237
-1.2945 -0.1995 0.5602
0.1747 0.4735 0.3433
0.8420 0.1818 -0.2799



Number 1: E -16003.84133 eV. Number 2: E -14479.34688 eV. Number 3: E -137995.52572 eV. Number 4: E -18194.37833 eV. Number 5: E -53064.89959 eV. Number 6: E -20093.39588 eV.